(1)
The following is a quantum chemistry calculation of a molecular structure, C25H28N5O6Pb, from the OMol25 dataset.

Charge   -1
2S+1   1

Cartesian coordinates (Å):
Pb -0.13 -0.20 -0.43
N -0.85 2.31 0.31
C -0.43 2.45 1.71
C -0.50 1.15 2.50
O -0.60 1.22 3.73
N -0.41 0.02 1.79
C -0.42 -1.21 2.55
C -0.55 -2.47 1.68
O -0.76 -3.54 2.23
O -0.42 -2.30 0.40
H -1.86 2.29 0.24
H -0.51 3.08 -0.25
H 0.63 2.74 1.72
H -1.00 3.20 2.27
H 0.50 -1.32 3.14
H -1.24 -1.22 3.27
O -2.53 0.40 -2.83
C -2.39 -0.64 -3.45
C -2.75 -2.01 -2.89
C -1.54 -2.96 -2.70
C -0.27 -2.58 -3.45
C -0.38 -2.60 -4.97
C -1.61 -1.85 -5.49
N -1.93 -0.64 -4.74
H -3.48 -2.46 -3.57
H -3.25 -1.83 -1.94
H -1.85 -3.97 -2.98
H -1.29 -2.99 -1.63
H 0.54 -3.24 -3.13
H 0.05 -1.58 -3.14
H -0.44 -3.63 -5.34
H 0.53 -2.17 -5.40
H -2.48 -2.50 -5.46
H -1.47 -1.56 -6.53
H -1.56 0.24 -5.05
O 2.53 -1.39 -1.65
C 2.98 -0.55 -0.89
N 4.35 -0.32 -0.70
C 4.53 0.56 0.44
C 3.07 1.08 0.62
O 2.79 2.01 1.35
N 2.24 0.33 -0.14
C 5.47 1.72 0.17
C 5.79 2.58 1.21
C 6.62 3.67 0.99
C 7.15 3.90 -0.27
C 6.83 3.04 -1.31
C 5.99 1.96 -1.10
C 4.97 -0.23 1.67
C 6.24 -0.81 1.65
C 6.68 -1.58 2.71
C 5.87 -1.78 3.81
C 4.61 -1.19 3.85
C 4.16 -0.42 2.78
H 4.93 -1.14 -0.79
H 5.38 2.41 2.20
H 6.86 4.34 1.81
H 7.80 4.75 -0.45
H 7.24 3.22 -2.30
H 5.73 1.29 -1.90
H 6.88 -0.64 0.79
H 7.67 -2.03 2.67
H 6.21 -2.38 4.65
H 3.97 -1.34 4.71
H 3.18 0.03 2.83

(2)
The following is a quantum chemistry calculation of a gas-phase ion, C7H14P (charge +1) in a non-equilibrium geometry, from the OMol25 dataset.

Charge   +1
2S+1   1

Cartesian coordinates (Å):
C -1.41 1.15 1.19
C -1.85 0.16 0.46
C -0.03 1.78 0.82
C -0.92 -0.42 -0.70
C -1.02 -1.94 -0.97
C 1.30 -0.73 1.35
C 1.84 0.83 -1.42
P 0.71 0.33 -0.07
H -2.02 1.42 2.03
H -2.78 -0.33 0.57
H -0.36 2.50 0.02
H 0.30 2.14 1.76
H -0.96 0.02 -1.69
H -1.01 -2.45 -0.01
H -0.26 -2.34 -1.61
H -1.98 -2.03 -1.47
H 1.74 -1.69 0.99
H 0.50 -0.94 2.06
H 2.25 -0.37 1.82
H 2.88 0.52 -1.36
H 1.88 1.93 -1.48
H 1.22 0.45 -2.29

(3)
The following is a quantum chemistry calculation of 5 unconnected molecules or ions with the total composition H10O5 in a non-equilibrium geometry, from the OMol25 dataset.

Charge   0
SMILES string   O.O.O.O.O
2S+1   1

Cartesian coordinates (Å):
H 0.90 -0.36 1.63
H -0.29 0.44 1.78
H -4.72 0.08 -0.44
H -3.62 -0.75 0.27
H -1.71 -0.53 -0.83
H -1.69 -2.04 -0.44
H 5.00 -0.45 -0.09
H 5.16 -1.84 -0.88
H 1.15 3.34 -0.14
H 0.15 2.13 -0.48
O -0.02 -0.40 1.94
O -3.91 -0.48 -0.52
O -2.28 -1.29 -0.76
O 5.61 -0.97 -0.62
O 0.26 3.12 -0.40

It is found that the electronic energy values, taken in the order of the records, are -1887.78488 -616.19414 -382.07814 a.u..
It is found that the LUMO energy values, taken in the order of the records, are 2.585 -2.795 -0.301 eV.
It is found that the energy relative to the best compared isomer or geometry (same formula, charge and spin) values, taken in the order of the records, are 0.000 0.162 3.974 eV.